[1]
C22H31AsI2N9O3PSSc | ωB97M-V/def2-TZVPD

```
71
Properties=species:S:1:pos:R:3:forces:R:3
S 1.059 1.301 -1.358 -0.020 -0.016 0.040
C -5.232 -1.408 -0.354 -0.023 -0.003 -0.022
O -3.155 2.006 -0.219 0.013 -0.004 0.004
I -3.828 -1.399 3.753 -0.009 0.013 -0.013
C -4.017 -1.035 -2.527 0.003 0.003 -0.006
C -4.053 -1.186 -1.125 0.009 -0.006 0.011
N 4.320 -4.770 0.131 -0.002 -0.002 -0.004
C 2.967 -0.956 -2.958 -0.005 -0.010 0.005
H 0.893 1.815 2.751 0.002 0.000 -0.001
H 5.316 0.683 -1.362 -0.001 0.002 -0.003
H 4.369 1.871 -0.429 -0.005 0.003 -0.002
H -2.036 3.496 -1.551 0.002 -0.006 0.001
H -6.029 -1.662 1.599 0.002 0.001 0.000
C -1.665 -0.643 -2.396 0.016 0.008 0.021
N 3.496 -2.844 1.059 0.003 -0.004 -0.009
H 5.130 -4.667 0.719 0.000 0.002 0.000
N 0.164 -3.399 -1.124 0.009 0.004 -0.008
H -3.183 3.405 2.835 -0.010 -0.003 0.003
P -2.163 2.358 0.835 -0.019 -0.011 -0.013
Sc -0.051 -0.314 0.525 0.003 0.090 0.020
H 3.943 -1.149 -3.403 0.000 0.003 -0.001
C 2.741 1.280 3.721 0.010 0.001 0.005
C 3.384 2.055 -3.586 0.003 -0.013 0.004
H -0.413 3.352 -1.225 -0.004 0.006 -0.002
C 1.280 -3.195 -0.414 0.013 0.017 0.011
H 2.611 2.003 -4.350 0.003 0.001 -0.002
C 3.330 -3.899 0.210 -0.003 0.003 0.013
H 4.221 -5.589 -0.447 0.000 0.000 0.000
N 1.374 -2.059 0.348 0.024 -0.046 -0.012
H -2.589 1.768 3.163 -0.007 0.002 0.006
H -2.364 4.791 0.508 0.004 0.005 -0.004
C 4.360 0.880 -0.879 -0.012 -0.020 0.012
H -2.781 -0.658 -4.231 0.001 0.000 0.000
H -0.719 -0.402 -2.865 0.000 0.002 -0.001
O -0.893 1.555 1.020 0.024 -0.008 -0.020
H 4.462 -1.514 2.891 0.000 0.000 -0.002
H 2.766 -1.690 -2.180 0.000 0.002 0.002
C -1.577 4.047 0.396 -0.017 0.009 0.015
O -1.507 -1.179 1.496 0.054 0.013 -0.007
H 4.574 0.437 4.462 0.000 0.001 0.000
H 3.424 3.057 -3.165 0.000 -0.002 0.009
H 0.080 -4.286 -1.594 -0.004 -0.003 0.003
C 3.754 0.336 3.763 -0.008 0.001 -0.007
N 2.237 -4.098 -0.528 0.001 -0.008 -0.004
C 3.702 -0.747 2.897 0.007 0.003 0.002
H 2.198 -1.010 -3.725 0.001 -0.006 -0.004
H -5.207 2.448 2.491 0.002 0.003 -0.004
H -4.562 0.926 2.656 0.000 -0.011 -0.004
N -4.458 1.833 2.172 -0.007 -0.006 0.008
As 2.970 0.803 -2.197 0.008 0.041 -0.035
H -1.075 4.861 -1.489 0.006 0.002 0.005
C -2.824 -1.090 -0.449 0.011 0.002 0.010
H 2.745 2.136 4.380 -0.003 0.000 0.000
C 1.707 1.106 2.819 -0.011 -0.004 -0.007
C 2.632 -0.848 2.027 -0.008 -0.013 -0.017
N 1.644 0.062 1.986 -0.019 -0.032 0.043
H 4.173 0.127 -0.115 0.012 0.006 -0.005
I -7.101 -1.589 -1.254 0.021 0.003 0.014
C -2.829 -0.773 -3.158 -0.014 -0.003 -0.013
C -3.890 -1.395 1.670 0.031 -0.010 0.020
H -4.557 1.674 1.151 -0.003 -0.001 0.001
C -3.090 2.399 2.429 0.029 0.011 -0.003
H 4.350 1.798 -4.018 0.001 -0.002 -0.001
H -0.687 4.360 0.937 0.005 0.001 -0.008
H -0.670 -2.868 -0.942 -0.004 0.001 -0.005
H -4.934 -1.124 -3.096 -0.002 0.000 0.002
N -1.246 3.946 -1.068 0.004 -0.005 -0.010
N -1.645 -0.796 -1.082 -0.046 -0.029 -0.045
C -5.138 -1.495 1.007 -0.017 -0.005 0.008
C 2.510 -1.998 1.086 -0.019 0.017 0.012
C -2.722 -1.241 0.967 -0.031 0.014 -0.006
```
Forces are in eV/Å.

Computed properties:
HOMO, eV: -14.8
Frontier orbital gap, eV: 7.12
Relative energy (zero: lowest compared OMol25 entry of this formula, charge and spin), kcal/mol: 4.8
Energy, eV: -160722.5275
Charge: +3
Lowest unoccupied orbital energy, hartree: -0.2839

Mulliken atomic charge list, values in e, 8 entries: number 1, S, carries -0.4409; number 2, C, carries -0.2817; number 3, O, carries -1.0290; number 4, I, carries 0.2346; number 5, C, carries -0.8916; number 6, C, carries 0.7275; number 7, N, carries -0.2857; number 8, C, carries -0.7190

---

[2]
C2H3N2O2 | ωB97M-V/def2-TZVPD

```
9
Properties=species:S:1:pos:R:3:forces:R:3
N -1.517 -0.271 1.576 -0.870 0.709 -2.948
H -1.284 0.448 -1.837 0.918 0.728 -1.046
N -0.307 -0.388 1.208 0.790 0.876 0.766
H 1.038 -0.328 -0.248 0.614 0.596 -0.768
O -2.115 0.237 -0.153 -1.350 -0.354 3.664
C -1.041 0.369 -0.801 0.647 -1.736 1.007
O -2.289 -0.526 2.394 0.317 0.083 0.221
H 0.531 -0.343 1.837 -1.362 -0.620 0.510
C 0.053 0.018 -0.044 0.297 -0.281 -1.406
```
Forces are in eV/Å.

Computed properties:
HOMO (alpha / beta), eV: -14.7 / -14.7
Frontier orbital gap (alpha / beta), eV: 7.38 / 7.38
Relative energy (zero: lowest compared OMol25 entry of this formula, charge and spin), kcal/mol: 156.5
SMILES: O=C/C=[NH+]\N=O
Energy, eV: -9183.5363
Charge: +1
Lowest unoccupied orbital energy (alpha / beta), hartree: -0.2694 / -0.2695

natural (NBO) atomic charge list, values in e, 8 entries: number 1, N, carries 0.5513; number 2, H, carries 0.2777; number 3, N, carries -0.2507; number 4, H, carries 0.2697; number 5, O, carries -0.3335; number 6, C, carries 0.2398; number 7, O, carries -0.0636; number 8, H, carries 0.4997

---

[3]
C2H5O2S | ωB97M-V/def2-TZVPD

```
10
Properties=species:S:1:pos:R:3:forces:R:3
O -1.002 -2.445 -1.759 0.058 -0.075 0.291
C -2.412 -0.263 -1.285 0.670 -0.237 0.016
H 0.972 0.800 0.444 -0.037 0.320 0.088
H -2.800 -0.662 -0.356 -0.149 -0.230 0.179
H 2.352 -0.139 -0.302 0.366 0.047 -0.218
H -2.325 0.817 -1.258 0.028 0.238 -0.115
C 1.705 0.021 0.536 -0.524 -0.302 -0.227
O -0.348 -0.334 -2.889 0.185 0.131 0.151
H 1.396 -0.856 1.077 0.078 -0.115 0.268
S -0.871 -0.978 -1.665 -0.675 0.222 -0.433
```
Forces are in eV/Å.

Computed properties:
HOMO (alpha / beta), eV: -3.5 / -2.7
Frontier orbital gap (alpha / beta), eV: 7.37 / 5.89
Relative energy (zero: lowest compared OMol25 entry of this formula, charge and spin), kcal/mol: 114.2
Energy, eV: -17082.1868
Charge: -1
Lowest unoccupied orbital energy (alpha / beta), hartree: 0.1421 / 0.1172

natural (NBO) atomic charge list, values in e, 8 entries: number 1, O, carries -1.0128; number 2, C, carries -0.9224; number 3, H, carries 0.1653; number 4, H, carries 0.1674; number 5, H, carries 0.1630; number 6, H, carries 0.1703; number 7, C, carries -0.5445; number 8, O, carries -1.0166

---

[4]
C3H6N2O | ωB97M-V/def2-TZVPD

```
12
Properties=species:S:1:pos:R:3:forces:R:3
O 1.622 0.162 2.508 -0.202 0.182 -1.763
H 1.402 -0.713 2.832 0.025 -0.115 0.108
C -0.155 1.162 -0.353 0.550 0.069 -1.642
C -0.154 -0.951 -0.118 -1.409 -0.174 0.764
N -0.709 0.628 -1.507 -0.833 0.104 1.171
C -0.856 -0.703 -1.266 1.540 -1.203 0.417
H -0.162 -1.854 0.470 0.418 -0.216 -0.265
H 0.095 2.208 -0.384 0.007 0.119 0.631
N 0.234 0.223 0.479 -1.079 0.627 -2.689
H 1.163 0.208 1.480 0.986 -0.041 3.422
H -1.249 1.097 -2.221 0.356 0.304 0.227
H -1.230 -1.468 -1.918 -0.361 0.344 -0.381
```
Forces are in eV/Å.

Computed properties:
HOMO, eV: -9.0
Frontier orbital gap, eV: 9.53
Relative energy (zero: lowest compared OMol25 entry of this formula, charge and spin), kcal/mol: 37.8
Energy, eV: -8235.0604
Lowest unoccupied orbital energy, hartree: 0.0188

natural (NBO) atomic charge list, values in e, 8 entries: number 1, O, carries -1.0447; number 2, H, carries 0.4386; number 3, C, carries 0.2059; number 4, C, carries -0.0803; number 5, N, carries -0.5121; number 6, C, carries -0.0931; number 7, H, carries 0.2184; number 8, H, carries 0.2095

---

Among the records above, which one has the highest energy?
C3H6N2O